Entry from the OMol25 dataset: C10H8Cl2N3O4S2Tl as an isolated structure (wB97M-V/def2-TZVPD).

```
30
Properties=species:S:1:pos:R:3
Tl 0.55 1.12 0.06
Cl -0.91 -1.30 -1.15
C -1.13 -0.27 -2.54
C -1.03 -0.86 -3.79
C -1.19 -0.08 -4.92
C -1.43 1.27 -4.82
C -1.51 1.86 -3.57
Cl -1.81 3.56 -3.47
C -1.36 1.11 -2.40
S -1.50 1.91 -0.82
H -0.83 -1.91 -3.86
H -1.11 -0.54 -5.90
H -1.56 1.89 -5.70
N 1.58 -1.57 4.89
C 0.60 -1.01 4.14
C 0.91 -0.41 2.89
N -0.05 0.12 2.17
C -1.32 0.10 2.62
C -1.59 -0.47 3.84
N -0.64 -1.03 4.60
H 2.53 -1.59 4.57
H 1.33 -1.98 5.77
H 1.91 -0.40 2.49
H -2.08 0.54 1.99
H -2.60 -0.50 4.22
O 2.57 1.24 0.65
S 2.93 0.00 -0.30
O 2.10 0.37 -1.51
O 2.30 -1.14 0.36
O 4.34 -0.05 -0.52
```

The calculation puts the LUMO energy at -1.07 eV. The HOMO energy is -9.377 eV. The calculation puts the HOMO-LUMO gap at 8.3 eV. The energy relative to the best compared isomer or geometry (same formula, charge and spin) is 3.85 kcal/mol.